No. 1
Molecular formula: C28H30MnN7OS2Te
Method: DFT, ωB97M-V/def2-TZVPD

Structure (XYZ):
```
70
Properties=species:S:1:pos:R:3:lowdin_charge:R:1
Mn 0.3320 -0.1199 -0.5475 0.574
C -0.6136 2.5225 2.6702 0.038
C -0.5174 1.3988 1.6914 -0.190
N 0.4681 1.2575 0.8254 -0.038
N 1.5028 2.1488 0.8045 0.045
C 2.5800 1.9204 0.0204 -0.733
N 3.6215 2.7465 0.0625 0.165
S 2.6020 0.5805 -1.0105 0.818
C -1.5239 0.3677 1.5848 -0.189
C -2.7034 0.3358 2.3407 0.043
C -3.5755 -0.7243 2.2049 0.011
C -3.2852 -1.7172 1.2720 0.014
C -2.1394 -1.5947 0.5087 -0.085
N -1.2503 -0.6108 0.6709 0.025
H 0.3619 2.8134 3.0550 0.098
H -1.2246 2.2539 3.5246 0.097
H -1.0783 3.3955 2.2071 0.097
H 1.4759 2.9459 1.4353 0.160
H 3.6740 3.5464 0.6734 0.138
H 4.4165 2.5580 -0.5323 0.126
H -2.9270 1.1363 3.0256 0.124
H -4.4608 -0.7838 2.8168 0.133
H -3.9295 -2.5719 1.1419 0.131
H -1.8968 -2.3254 -0.2537 0.124
C 0.4463 -3.7968 1.7083 -0.413
Te 1.9493 -2.2588 1.4931 1.167
C 3.0333 -3.3835 0.0074 -0.403
H -0.1779 -3.8275 0.8228 -0.012
H -0.1526 -3.5796 2.5849 -0.001
H 0.9596 -4.7430 1.8418 0.014
H 3.5738 -4.1831 0.5035 0.014
H 3.7373 -2.7284 -0.4898 -0.001
H 2.3380 -3.8031 -0.7101 -0.002
N 0.4625 -1.5820 -1.6077 0.015
C 0.6943 -2.1433 -2.6177 -0.101
C 0.8767 -2.6931 -3.8388 -0.235
C 0.0896 -2.1584 -4.8751 -0.212
N -0.5603 -1.6741 -5.6855 0.184
C 1.8666 -3.6336 -4.1547 -0.204
N 2.7120 -4.3571 -4.4285 0.193
O -0.7381 0.8854 -1.9647 -0.638
S -1.6709 1.0814 -3.1499 1.069
C -3.2905 1.5346 -2.3805 -0.244
C -3.3584 2.8517 -1.6707 -0.290
C -4.4697 3.6733 -1.8404 -0.017
C -4.5699 4.8679 -1.1468 -0.043
C -3.5510 5.2646 -0.2977 -0.059
C -2.4268 4.4694 -0.1525 -0.085
C -2.3343 3.2638 -0.8242 -0.077
C -1.1758 2.7230 -3.8632 -0.216
C 0.2549 3.0156 -3.5509 -0.285
C 1.2754 2.1886 -4.0127 -0.049
C 2.5986 2.5075 -3.7580 -0.097
C 2.9124 3.6520 -3.0396 -0.104
C 1.9000 4.4606 -2.5526 -0.077
C 0.5760 4.1370 -2.7936 -0.034
H -3.5052 0.7084 -1.6964 0.099
H -4.0042 1.4950 -3.2047 0.108
H -5.2595 3.3618 -2.5060 0.123
H -5.4358 5.4967 -1.2803 0.119
H -3.6234 6.1884 0.2533 0.115
H -1.6228 4.8009 0.4901 0.096
H -1.4561 2.6416 -0.6995 0.082
H -1.8315 3.4976 -3.4682 0.094
H -1.3343 2.6110 -4.9361 0.115
H 1.0309 1.3105 -4.5960 0.122
H 3.3898 1.8771 -4.1324 0.115
H 3.9440 3.9245 -2.8765 0.109
H 2.1376 5.3593 -2.0041 0.110
H -0.2144 4.7787 -2.4299 0.114
```

Computed properties:
Net charge: +2
2S+1: 5
Relative energy (zero: lowest compared OMol25 entry of this formula, charge and spin) in kcal per mole: 28.0
Orbital gap (spin up / spin down) in eV: 5.77 / 5.60
E in eV: -102269.4486
LUMO (spin up / spin down) in Eh: -0.274 / -0.283

=====

No. 2
Molecular formula: C28H30N10O2S3Tl
Method: DFT, ωB97M-V/def2-TZVPD

Structure (XYZ):
```
74
Properties=species:S:1:pos:R:3:lowdin_charge:R:1
Tl -0.1268 0.3251 -0.6047 0.448
N -2.5599 3.4140 -2.5793 0.041
C -1.9784 2.1762 -2.3724 -0.903
S -2.3593 1.4522 -0.8047 0.577
N -1.2882 1.6635 -3.3321 0.003
N -0.7940 0.4241 -2.9957 -0.103
C -0.5167 -0.4042 -3.9214 -0.080
C -0.2120 -1.7900 -3.6038 -0.142
C 0.3747 -2.6029 -4.5761 -0.068
C 0.5537 -3.9572 -4.3863 -0.128
C 0.0938 -4.5276 -3.1972 -0.114
C -0.5022 -3.7595 -2.2263 -0.039
C -0.6613 -2.3582 -2.3676 -0.365
O -1.2460 -1.6560 -1.4486 -0.231
H -2.6388 3.9444 -1.7251 0.059
H -2.0834 3.9208 -3.3143 0.084
H -0.5999 -0.0983 -4.9681 0.125
H 0.6888 -2.1417 -5.5064 0.103
H 1.0215 -4.5660 -5.1490 0.083
H 0.2026 -5.5958 -3.0385 0.090
H -0.8605 -4.2108 -1.3073 0.096
N -2.4419 -2.5226 0.7590 0.199
C -2.4517 -1.7002 1.7965 -0.430
N -3.2840 -1.9794 2.8199 0.165
C -3.2142 -1.1397 3.8388 -0.472
N -4.0340 -1.3774 4.9027 0.133
N -2.3797 -0.0974 3.9479 0.163
C -1.5968 0.0802 2.8833 -0.293
N -1.5992 -0.6455 1.7824 0.157
C -0.5924 1.1760 2.9893 -0.210
C -0.6576 2.1003 4.0265 -0.015
C 0.3468 3.0504 4.1176 -0.065
C 1.3768 3.0338 3.1911 -0.045
C 1.3434 2.0828 2.1808 -0.156
N 0.3757 1.1820 2.0812 0.073
H -3.1448 -3.2404 0.7598 0.106
H -1.9312 -2.2741 -0.1243 0.055
H -4.8153 -1.9864 4.7380 0.088
H -4.1510 -0.6160 5.5470 0.088
H -1.4709 2.0534 4.7334 0.099
H 0.3270 3.7923 4.9060 0.101
H 2.1853 3.7506 3.2265 0.105
H 2.1116 2.0339 1.4194 0.073
S 2.2360 -0.1496 -0.5302 0.657
C 3.0238 1.3155 -1.1486 -0.653
C 4.3574 1.1172 -1.5006 -0.166
C 5.1550 2.1564 -1.9460 -0.130
C 4.6021 3.4240 -2.0666 -0.129
C 3.2744 3.6278 -1.7459 -0.152
C 2.4457 2.6005 -1.2773 -0.712
S 0.7793 2.9441 -0.9069 0.556
H 4.7700 0.1185 -1.4188 0.085
H 6.1908 1.9741 -2.2051 0.086
H 5.2048 4.2524 -2.4214 0.087
H 2.8363 4.6120 -1.8542 0.085
O 0.8338 -2.5175 0.2183 -0.032
C 0.8883 -3.0502 1.3085 -0.487
C 1.0477 -2.2751 2.5996 -0.095
C 2.4026 -2.5182 3.3075 -0.166
C 3.2112 -3.6975 2.7709 -0.206
C 2.5824 -5.0634 3.0419 -0.186
C 1.1000 -5.1159 2.6551 -0.191
N 0.8129 -4.4109 1.4274 0.076
H 0.2151 -2.5254 3.2630 0.115
H 0.9452 -1.2271 2.3265 0.080
H 2.2350 -2.6530 4.3805 0.110
H 3.0036 -1.6143 3.1989 0.110
H 4.2137 -3.6752 3.2055 0.108
H 3.3497 -3.5677 1.6942 0.118
H 2.6687 -5.3123 4.1048 0.106
H 3.1357 -5.8300 2.4926 0.104
H 0.4880 -4.6918 3.4553 0.113
H 0.7718 -6.1505 2.5405 0.116
H 0.7609 -4.9013 0.5489 0.140
```

Computed properties:
Net charge: -1
2S+1: 1
Relative energy (zero: lowest compared OMol25 entry of this formula, charge and spin) in kcal per mole: 0.0
Orbital gap in eV: 6.33
E in eV: -85723.3540
LUMO in Eh: 0.090

=====

No. 3
Molecular formula: C28H30N4O7P2RuSSb
Method: DFT, ωB97M-V/def2-TZVPD

Structure (XYZ):
```
74
Properties=species:S:1:pos:R:3:lowdin_charge:R:1
Ru -0.6742 0.0564 2.5469 1.130
C 3.2431 0.6303 6.4747 -0.081
C 2.4089 -0.5943 6.8251 -0.239
N 1.0022 -0.4135 6.4765 -0.015
C 0.5629 -0.5041 5.2120 -0.773
S -0.9989 0.1162 4.8209 0.716
N 1.3490 -1.1035 4.3229 0.026
N 0.8300 -1.0371 3.0989 -0.193
C 1.5315 -1.5876 2.0777 -0.247
C 2.9389 -2.0400 2.2743 -0.009
C 0.8649 -1.6468 0.8433 -0.210
C 1.5417 -1.7870 -0.3928 -0.034
C 1.0220 -1.6926 -1.6590 -0.171
C -0.3454 -1.6123 -2.0501 -0.248
C -1.4637 -1.6288 0.1539 -0.086
N -0.5219 -1.3714 0.9720 -0.008
H 4.3048 0.4130 6.6026 0.072
H 2.9924 1.4734 7.1204 0.074
H 3.0635 0.9337 5.4422 0.054
H 2.4472 -0.8173 7.8917 0.111
H 2.7685 -1.4735 6.2956 0.102
H 0.4588 0.1940 7.0690 0.121
H 3.3329 -1.6304 3.1995 0.072
H 3.5657 -1.7028 1.4499 0.078
H 3.0029 -3.1287 2.3258 0.095
H 2.6187 -1.8448 -0.3286 0.107
H 1.7567 -1.6086 -2.4522 0.113
H -0.5380 -1.6858 -3.1165 0.102
H -2.4487 -1.2796 0.4627 0.132
O 1.4278 3.8778 1.7744 -0.119
P 0.9216 2.5025 2.4280 0.158
O 1.6124 2.2097 3.6973 -0.292
O 0.8291 1.4513 1.3415 -0.384
O -0.6541 2.8677 2.7635 -0.326
P -1.9655 2.7180 1.8264 0.185
O -1.4856 3.2650 0.3818 -0.182
O -3.0818 3.4937 2.3630 -0.265
O -2.1036 1.1986 1.5906 -0.468
H 1.6961 4.4860 2.4729 0.080
H -1.7491 4.1850 0.2629 0.084
C -3.1507 -4.6322 -1.5890 -0.043
C -1.8556 -4.8144 -1.0630 -0.079
C -0.9995 -3.7756 -0.8966 0.027
C -1.3877 -2.3454 -1.1894 -0.441
C -2.7360 -2.2684 -1.8541 -0.003
C -3.5464 -3.3404 -2.0080 -0.073
Sb -0.4788 0.8178 -1.7486 1.699
C -2.0549 1.3925 -3.0713 -0.396
C -3.3447 1.3935 -2.5338 -0.162
C -4.4189 1.9045 -3.2462 -0.082
C -4.2134 2.4480 -4.5069 -0.085
C -2.9337 2.4900 -5.0403 -0.083
C -1.8626 1.9693 -4.3257 -0.124
C 1.1463 1.0945 -3.0927 -0.414
C 1.1952 0.5994 -4.3964 -0.153
C 2.3435 0.7392 -5.1610 -0.084
C 3.4564 1.3823 -4.6314 -0.086
C 3.4189 1.8809 -3.3386 -0.081
C 2.2706 1.7305 -2.5690 -0.129
H -3.8175 -5.4733 -1.7106 0.101
H -1.5257 -5.8133 -0.8054 0.109
H -0.0037 -3.9442 -0.5086 0.122
H -3.0438 -1.2990 -2.2237 0.099
H -4.5097 -3.2062 -2.4841 0.111
H -3.5150 1.0347 -1.5229 0.094
H -5.4090 1.9006 -2.8089 0.106
H -5.0470 2.8565 -5.0637 0.103
H -2.7660 2.9351 -6.0130 0.104
H -0.8702 2.0237 -4.7570 0.079
H 0.3319 0.1027 -4.8273 0.098
H 2.3730 0.3484 -6.1704 0.103
H 4.3521 1.4946 -5.2290 0.103
H 4.2833 2.3835 -2.9238 0.105
H 2.2554 2.1088 -1.5513 0.095
```

Computed properties:
Net charge: 0
2S+1: 2
Relative energy (zero: lowest compared OMol25 entry of this formula, charge and spin) in kcal per mole: 89.4
Orbital gap (spin up / spin down) in eV: 3.51 / 3.77
E in eV: -88350.2588
LUMO (spin up / spin down) in Eh: -0.107 / -0.094

=====

No. 4
Molecular formula: C28H30N6S2Ti
Method: DFT, ωB97M-V/def2-TZVPD

Structure (XYZ):
```
67
Properties=species:S:1:pos:R:3:lowdin_charge:R:1
Ti 0.0530 -0.3308 0.0701 0.765
C -2.9617 0.9647 -0.0036 -0.190
C -2.8426 1.3391 1.4736 -0.097
C -1.5577 1.9895 1.9204 -0.248
C -1.6372 3.1262 2.7213 -0.030
C -0.4836 3.7480 3.1577 -0.074
C 0.7356 3.2184 2.7817 -0.051
C 0.7409 2.0819 1.9919 -0.137
N -0.3740 1.4734 1.5709 0.010
N -2.2965 -0.2770 -0.3740 -0.226
C -2.3059 -0.4575 -1.8359 -0.173
C -1.4300 -1.6131 -2.1920 -0.339
C -1.7496 -2.5075 -3.1736 -0.080
C -0.8696 -3.5479 -3.5216 -0.130
C 0.3311 -3.6123 -2.7865 -0.121
C 0.5951 -2.7052 -1.8004 -0.150
N -0.2582 -1.6756 -1.4518 -0.046
C -2.8426 -1.4639 0.3027 -0.128
C -2.2144 -1.6872 1.6463 -0.318
C -2.9362 -2.1556 2.7063 -0.105
C -2.3283 -2.3595 3.9725 -0.150
C -0.9622 -2.0035 4.0517 -0.146
C -0.2953 -1.5322 2.9589 -0.173
N -0.8702 -1.3708 1.7063 -0.043
H -2.5331 1.7571 -0.6210 0.094
H -4.0365 0.8858 -0.2437 0.121
H -3.0305 0.4641 2.1012 0.111
H -3.6446 2.0489 1.6899 0.108
H -2.6119 3.5196 2.9794 0.103
H -0.5383 4.6413 3.7687 0.099
H 1.6745 3.6731 3.0646 0.102
H 1.6594 1.6291 1.6480 0.075
H -1.8926 0.4520 -2.2847 0.060
H -3.3304 -0.6147 -2.2080 0.128
H -2.6922 -2.3761 -3.6942 0.099
H -1.0962 -4.2451 -4.3160 0.066
H 1.0707 -4.3793 -2.9858 0.084
H 1.5057 -2.7449 -1.2224 0.073
H -2.6240 -2.3181 -0.3438 0.125
H -3.9367 -1.3914 0.3959 0.125
H -3.9920 -2.3551 2.5516 0.093
H -2.8823 -2.7284 4.8239 0.057
H -0.4109 -2.0949 4.9811 0.079
H 0.7484 -1.2588 3.0342 0.075
S 0.2272 0.8767 -4.0142 0.509
C 0.5520 2.1017 -2.9045 -1.183
S 0.2198 1.9500 -1.1836 0.618
C 1.0625 3.3598 -3.2963 -0.440
C 1.3582 4.4058 -2.3829 -0.330
N 1.6138 5.3019 -1.6958 0.084
C 1.3030 3.6796 -4.6593 -0.317
N 1.5236 4.0104 -5.7458 0.086
C 4.0094 0.6941 0.5286 -0.086
C 3.2800 -0.4636 -0.1707 -0.683
C 3.2417 -0.1657 -1.6720 -0.069
C 4.0787 -1.7535 0.0653 -0.085
C 1.8785 -0.6030 0.3928 -0.244
H 5.0431 0.7828 0.1733 0.072
H 4.0352 0.5394 1.6130 0.073
H 3.5005 1.6374 0.3186 0.075
H 4.2568 -0.0780 -2.0772 0.078
H 2.7130 0.7678 -1.8618 0.046
H 2.7169 -0.9490 -2.2213 0.069
H 5.0938 -1.6685 -0.3407 0.070
H 3.5896 -2.6028 -0.4164 0.064
H 4.1522 -1.9722 1.1352 0.071
H 1.9044 -1.0565 1.4039 0.023
```

Computed properties:
Net charge: -2
2S+1: 3
Relative energy (zero: lowest compared OMol25 entry of this formula, charge and spin) in kcal per mole: 0.4
Orbital gap (spin up / spin down) in eV: 3.94 / 5.77
E in eV: -83249.4376
LUMO (spin up / spin down) in Eh: 0.158 / 0.158

=====

Repeat the fourth record exactly.
Molecular formula: C28H30N6S2Ti
Method: DFT, ωB97M-V/def2-TZVPD

Structure (XYZ):
```
67
Properties=species:S:1:pos:R:3:lowdin_charge:R:1
Ti 0.0530 -0.3308 0.0701 0.765
C -2.9617 0.9647 -0.0036 -0.190
C -2.8426 1.3391 1.4736 -0.097
C -1.5577 1.9895 1.9204 -0.248
C -1.6372 3.1262 2.7213 -0.030
C -0.4836 3.7480 3.1577 -0.074
C 0.7356 3.2184 2.7817 -0.051
C 0.7409 2.0819 1.9919 -0.137
N -0.3740 1.4734 1.5709 0.010
N -2.2965 -0.2770 -0.3740 -0.226
C -2.3059 -0.4575 -1.8359 -0.173
C -1.4300 -1.6131 -2.1920 -0.339
C -1.7496 -2.5075 -3.1736 -0.080
C -0.8696 -3.5479 -3.5216 -0.130
C 0.3311 -3.6123 -2.7865 -0.121
C 0.5951 -2.7052 -1.8004 -0.150
N -0.2582 -1.6756 -1.4518 -0.046
C -2.8426 -1.4639 0.3027 -0.128
C -2.2144 -1.6872 1.6463 -0.318
C -2.9362 -2.1556 2.7063 -0.105
C -2.3283 -2.3595 3.9725 -0.150
C -0.9622 -2.0035 4.0517 -0.146
C -0.2953 -1.5322 2.9589 -0.173
N -0.8702 -1.3708 1.7063 -0.043
H -2.5331 1.7571 -0.6210 0.094
H -4.0365 0.8858 -0.2437 0.121
H -3.0305 0.4641 2.1012 0.111
H -3.6446 2.0489 1.6899 0.108
H -2.6119 3.5196 2.9794 0.103
H -0.5383 4.6413 3.7687 0.099
H 1.6745 3.6731 3.0646 0.102
H 1.6594 1.6291 1.6480 0.075
H -1.8926 0.4520 -2.2847 0.060
H -3.3304 -0.6147 -2.2080 0.128
H -2.6922 -2.3761 -3.6942 0.099
H -1.0962 -4.2451 -4.3160 0.066
H 1.0707 -4.3793 -2.9858 0.084
H 1.5057 -2.7449 -1.2224 0.073
H -2.6240 -2.3181 -0.3438 0.125
H -3.9367 -1.3914 0.3959 0.125
H -3.9920 -2.3551 2.5516 0.093
H -2.8823 -2.7284 4.8239 0.057
H -0.4109 -2.0949 4.9811 0.079
H 0.7484 -1.2588 3.0342 0.075
S 0.2272 0.8767 -4.0142 0.509
C 0.5520 2.1017 -2.9045 -1.183
S 0.2198 1.9500 -1.1836 0.618
C 1.0625 3.3598 -3.2963 -0.440
C 1.3582 4.4058 -2.3829 -0.330
N 1.6138 5.3019 -1.6958 0.084
C 1.3030 3.6796 -4.6593 -0.317
N 1.5236 4.0104 -5.7458 0.086
C 4.0094 0.6941 0.5286 -0.086
C 3.2800 -0.4636 -0.1707 -0.683
C 3.2417 -0.1657 -1.6720 -0.069
C 4.0787 -1.7535 0.0653 -0.085
C 1.8785 -0.6030 0.3928 -0.244
H 5.0431 0.7828 0.1733 0.072
H 4.0352 0.5394 1.6130 0.073
H 3.5005 1.6374 0.3186 0.075
H 4.2568 -0.0780 -2.0772 0.078
H 2.7130 0.7678 -1.8618 0.046
H 2.7169 -0.9490 -2.2213 0.069
H 5.0938 -1.6685 -0.3407 0.070
H 3.5896 -2.6028 -0.4164 0.064
H 4.1522 -1.9722 1.1352 0.071
H 1.9044 -1.0565 1.4039 0.023
```

Computed properties:
Net charge: -2
2S+1: 3
Relative energy (zero: lowest compared OMol25 entry of this formula, charge and spin) in kcal per mole: 0.4
Orbital gap (spin up / spin down) in eV: 3.94 / 5.77
E in eV: -83249.4376
LUMO (spin up / spin down) in Eh: 0.158 / 0.158

=====

Question: Among the records above, which one has the lowest net charge?
Answer: C28H30N6S2Ti